{
  "formula": "C53H138N14O20",
  "method": "the ωB97M-V functional and the def2-TZVPD basis",
  "species": ["C", "O", "N", "N", "H", "H", "H", "H", "C", "O", "N", "N", "H", "H", "H", "H", "C", "O", "N", "N", "H", "H", "H", "H", "C", "C", "O", "H", "H", "H", "H", "H", "H", "C", "O", "C", "C", "N", "C", "C", "O", "C", "H", "H", "H", "H", "H", "H", "H", "H", "H", "H", "H", "H", "H", "H", "H", "C", "O", "C", "C", "N", "C", "C", "O", "C", "H", "H", "H", "H", "H", "H", "H", "H", "H", "H", "H", "H", "H", "H", "H", "C", "O", "C", "C", "N", "C", "C", "O", "C", "H", "H", "H", "H", "H", "H", "H", "H", "H", "H", "H", "H", "H", "H", "H", "C", "O", "C", "C", "N", "C", "C", "O", "C", "H", "H", "H", "H", "H", "H", "H", "H", "H", "H", "H", "H", "H", "H", "H", "C", "O", "C", "C", "N", "C", "C", "O", "C", "H", "H", "H", "H", "H", "H", "H", "H", "H", "H", "H", "H", "H", "H", "H", "C", "O", "C", "C", "N", "C", "C", "O", "C", "H", "H", "H", "H", "H", "H", "H", "H", "H", "H", "H", "H", "H", "H", "H", "C", "O", "C", "C", "N", "C", "C", "O", "C", "H", "H", "H", "H", "H", "H", "H", "H", "H", "H", "H", "H", "H", "H", "H", "C", "O", "C", "C", "N", "C", "C", "O", "C", "H", "H", "H", "H", "H", "H", "H", "H", "H", "H", "H", "H", "H", "H", "H"],
  "xyz": [[0.177383, -4.680864, -2.538410], [-0.877032, -4.810263, -1.891062], [1.128255, -5.650501, -2.543851], [0.598729, -3.468913, -2.989259], [2.041402, -5.480957, -2.917862], [1.057359, -6.224522, -1.715710], [1.256562, -3.463664, -3.747847], [-0.019569, -2.677038, -2.756647], [-3.180382, -4.437982, -5.088896], [-3.956118, -3.857662, -5.865211], [-2.495773, -3.719953, -4.154363], [-2.830639, -5.729162, -5.162637], [-2.741083, -2.749188, -4.089135], [-2.122074, -4.203586, -3.343347], [-1.897799, -5.943452, -4.862590], [-3.410162, -6.278060, -5.773833], [1.047932, -4.043292, 1.319962], [1.988622, -4.487316, 0.653245], [-0.240769, -4.118239, 0.924852], [1.226419, -3.369185, 2.498977], [-1.019316, -3.863706, 1.495023], [-0.366535, -4.604490, 0.049804], [0.694368, -2.527376, 2.631407], [2.184223, -3.480137, 2.813563], [-1.487221, 3.684944, -6.449015], [-2.841543, 3.119720, -6.080562], [-3.861228, 3.970012, -6.629085], [-0.762846, 3.004336, -5.981540], [-1.316598, 4.685261, -6.051122], [-1.241667, 3.709112, -7.512418], [-2.867932, 3.089914, -4.991439], [-2.913869, 2.135659, -6.555219], [-3.818687, 3.700288, -7.553855], [-0.812987, 0.102623, 4.181981], [-0.147454, 1.043897, 5.027792], [1.187122, 0.602042, 5.280383], [1.261895, -0.378704, 6.477267], [2.540559, -0.963374, 6.766896], [2.494063, -2.059749, 7.734706], [2.201797, -1.750422, 9.193808], [3.236287, -0.923211, 9.694876], [2.751748, 0.096201, 10.536855], [-1.001395, -0.878635, 4.635604], [-0.265105, -0.187258, 3.282260], [-1.778287, 0.557932, 3.981363], [1.738308, 1.507064, 5.539792], [1.660285, 0.127731, 4.417251], [0.580186, -1.205868, 6.245513], [0.884244, 0.120629, 7.384577], [3.212209, -0.236030, 6.977941], [3.426929, -2.628156, 7.687534], [1.794537, -2.786907, 7.314625], [2.084132, -2.689428, 9.740620], [1.257279, -1.194553, 9.219005], [2.379399, -0.330818, 11.476426], [2.069521, 0.718973, 9.953899], [3.589731, 0.689283, 10.911555], [-2.178579, -1.847276, 2.225481], [-1.321229, -1.283135, 1.262776], [-1.700806, -1.390362, -0.091984], [-0.654246, -0.600923, -0.881786], [-0.508150, -0.932469, -2.298341], [0.488509, -0.142520, -3.013817], [-0.006285, 1.235163, -3.400119], [-0.203810, 2.014976, -2.248235], [-0.788167, 3.259670, -2.465160], [-1.704564, -2.442959, 3.009566], [-2.844108, -2.577585, 1.746575], [-2.810287, -1.072115, 2.661555], [-2.675964, -0.906676, -0.234684], [-1.826592, -2.391854, -0.517918], [0.338306, -0.731109, -0.435879], [-0.844376, 0.447937, -0.651263], [-1.457259, -0.812847, -2.648451], [0.617212, -0.702915, -3.944406], [1.380722, -0.087462, -2.390850], [-0.984321, 1.135573, -3.898276], [0.673041, 1.706541, -4.122659], [-1.799769, 3.205982, -2.878485], [-0.116047, 3.904826, -3.047286], [-0.815060, 3.788516, -1.508755], [-0.947979, -4.750800, 5.382461], [-0.451711, -3.663862, 6.122396], [-0.856761, -3.532904, 7.469764], [-2.345165, -3.596977, 7.706484], [-2.954512, -2.539027, 6.894186], [-2.795050, -1.178013, 7.442546], [-3.559078, -0.191602, 6.625648], [-4.949246, -0.044267, 6.986658], [-5.014778, 0.862222, 8.099835], [-1.942792, -4.595911, 4.953761], [-0.919551, -5.726861, 5.876140], [-0.289259, -4.846186, 4.516275], [-0.387557, -2.592388, 7.754792], [-0.433791, -4.303734, 8.130001], [-2.710306, -3.467799, 8.731447], [-2.723001, -4.569598, 7.384132], [-3.890625, -2.662549, 6.538827], [-1.706058, -1.018783, 7.409403], [-2.776671, -1.155089, 8.544952], [-3.561687, -0.564028, 5.598465], [-3.053130, 0.769281, 6.501712], [-4.365844, 0.595932, 8.938429], [-6.012367, 0.695099, 8.506578], [-4.826751, 1.884670, 7.777285], [1.960381, 2.475309, -0.519127], [3.101945, 2.764462, 0.325815], [3.036713, 1.988027, 1.506123], [4.297194, 2.004967, 2.348375], [5.549058, 1.506147, 1.750326], [5.934163, 2.080272, 0.471475], [6.020794, 3.639514, 0.505456], [7.131593, 4.077794, 1.299713], [8.397845, 3.812428, 0.670161], [1.965788, 1.415187, -0.753584], [2.138841, 3.078543, -1.407141], [1.079592, 2.882542, -0.020262], [2.614731, 0.979244, 1.424140], [2.278253, 2.556256, 2.071269], [4.199452, 1.469960, 3.295575], [4.514814, 3.027660, 2.687152], [6.243221, 1.576838, 2.481263], [5.196252, 1.680826, -0.223366], [6.885279, 1.739066, 0.065337], [5.119299, 4.082229, 0.920367], [6.083327, 4.092870, -0.489721], [9.004946, 3.532677, 1.530107], [8.843423, 4.612263, 0.078572], [8.381322, 2.936830, 0.019836], [4.011696, -1.759813, -3.014135], [3.959517, -0.869742, -1.896697], [3.281344, -1.439848, -0.793027], [4.246691, -1.531732, 0.370372], [3.777056, -2.175430, 1.575956], [4.837294, -2.392776, 2.567900], [4.120320, -2.744840, 3.884836], [3.799540, -4.123053, 3.891301], [3.512501, -4.664928, 5.170577], [4.586315, -1.312114, -3.821955], [2.978659, -1.795994, -3.381265], [4.377444, -2.731034, -2.680047], [2.878621, -2.414407, -1.093390], [2.398849, -0.852821, -0.510011], [4.524504, -0.501891, 0.610839], [5.126759, -2.105913, 0.034695], [3.263554, -3.024577, 1.351233], [5.343764, -1.431178, 2.653377], [5.511606, -3.195496, 2.254796], [3.242920, -2.122438, 4.091533], [4.776590, -2.426070, 4.707349], [2.504507, -4.302181, 5.395717], [4.305454, -4.423227, 5.882133], [3.507884, -5.749875, 5.063395], [-1.492488, 2.020550, 1.492917], [-1.201222, 3.353431, 1.754590], [-2.189721, 4.353528, 1.499086], [-1.712944, 5.696350, 1.973453], [-1.360381, 6.632234, 0.924526], [-2.406170, 7.084145, 0.038769], [-1.899960, 8.351003, -0.688684], [-0.947745, 7.891127, -1.621242], [-0.462525, 8.977071, -2.392526], [-1.674748, 1.711980, 0.458918], [-2.356056, 1.751219, 2.117880], [-0.710676, 1.349684, 1.842936], [-3.098737, 3.995265, 2.000970], [-2.416284, 4.294398, 0.427924], [-0.846392, 5.531327, 2.614369], [-2.514183, 6.108264, 2.590186], [-0.566183, 6.389809, 0.345971], [-3.277862, 7.314148, 0.659782], [-2.751069, 6.365739, -0.716636], [-1.476479, 8.977671, 0.106263], [-2.681760, 9.003102, -1.095148], [0.308622, 8.595141, -3.057989], [-0.069750, 9.805054, -1.795430], [-1.272685, 9.409358, -2.989770], [-5.785334, 1.630788, -5.381704], [-5.921237, 0.648667, -4.389457], [-4.720331, 0.359029, -3.695373], [-4.992988, -0.900199, -2.893589], [-5.986501, -0.653671, -1.802398], [-6.789013, -1.864351, -1.600358], [-7.512264, -1.856773, -0.254022], [-8.603677, -0.960726, -0.100957], [-9.595476, -0.977659, -1.082062], [-6.771054, 1.875050, -5.771976], [-5.104133, 1.363631, -6.197669], [-5.354777, 2.584872, -5.053042], [-4.330173, 1.186628, -3.088000], [-3.893697, 0.226551, -4.407653], [-4.092037, -1.137951, -2.319401], [-5.339104, -1.706744, -3.541271], [-6.623686, 0.027727, -2.206982], [-6.228604, -2.801705, -1.635128], [-7.510217, -2.007948, -2.415434], [-6.797992, -1.694763, 0.548151], [-7.934202, -2.865435, -0.157258], [-10.071421, -1.964471, -1.149514], [-9.163005, -0.677181, -2.042775], [-10.395513, -0.275804, -0.848944], [1.712746, -2.328981, -12.013096], [2.550013, -1.345569, -11.428464], [3.437281, -1.754519, -10.411341], [3.472728, -0.748997, -9.255483], [2.185782, -0.845928, -8.546609], [2.320309, -0.324425, -7.197375], [2.671683, 1.169434, -7.027745], [2.853521, 1.478249, -5.672963], [3.115209, 2.835695, -5.452508], [1.501422, -2.101384, -13.057258], [0.800022, -2.343843, -11.415085], [2.268099, -3.271748, -12.037375], [4.367475, -1.911727, -10.980031], [3.302604, -2.774289, -10.029069], [3.693990, 0.218080, -9.711360], [4.262769, -1.086751, -8.585490], [1.529397, -0.217262, -9.003682], [3.120146, -0.820107, -6.639672], [1.349372, -0.427206, -6.706637], [1.853050, 1.649271, -7.592961], [3.578960, 1.554536, -7.513295], [3.295291, 3.037774, -4.394054], [2.250066, 3.472473, -5.670203], [3.988302, 3.280804, -5.940157]],
  "atomic_forces_ev_per_a": [[0.85, 1.28, 1.87], [0.25, -0.20, -0.73], [-0.64, -1.19, -0.23], [-0.86, -0.55, -0.38], [0.14, 0.21, 0.24], [0.23, -0.25, -0.31], [0.08, 0.41, 0.04], [0.35, 0.11, -0.47], [-0.58, 2.78, -1.20], [0.20, -1.07, 0.74], [0.29, -0.39, 0.42], [-0.39, -0.60, 0.14], [-0.08, -0.05, 0.07], [-0.03, 0.37, 0.11], [-0.14, -0.67, -0.10], [0.59, -0.28, -0.10], [-0.12, 0.69, -0.04], [-0.47, -0.26, 0.30], [0.44, -0.69, -0.90], [0.26, -1.05, 0.14], [0.03, -0.05, 0.16], [-0.57, 0.14, -0.11], [0.22, 0.14, 0.17], [-0.43, 0.60, 0.37], [0.97, -0.44, 0.47], [0.67, 0.95, -1.03], [0.08, -0.76, 0.20], [0.26, 0.23, -0.08], [-0.17, -0.01, 0.09], [-0.38, -0.09, -0.08], [-0.64, -0.16, -0.10], [-0.17, -0.21, 0.59], [-0.49, 0.52, -0.10], [-0.38, -0.14, 0.75], [0.68, -1.37, -0.65], [0.37, 0.19, 1.21], [-1.13, 0.03, 0.15], [0.62, -0.05, -0.38], [0.61, -0.50, -0.74], [-0.32, 0.64, -0.92], [0.19, -0.30, -0.03], [0.74, -0.19, 0.51], [-0.02, 0.17, 0.67], [0.15, 0.74, -0.25], [0.02, -0.10, -0.39], [0.17, 0.03, -0.15], [-0.13, 0.07, -0.25], [-0.05, 0.04, 0.08], [-0.43, 0.22, -0.28], [0.15, -0.26, 0.35], [0.30, 0.34, 0.05], [-0.36, 0.09, 0.29], [0.10, 0.06, 0.25], [-0.13, -0.10, 0.29], [-0.81, 0.08, -0.30], [-0.31, 0.12, 0.55], [0.15, 0.10, -0.59], [-1.29, -0.53, -0.78], [0.85, -0.39, 0.36], [-0.23, 0.51, -0.92], [1.10, 0.33, 1.13], [-1.46, -0.09, 1.23], [-1.18, -0.06, -0.28], [-0.37, 0.20, -0.24], [0.18, -0.38, 0.36], [0.60, 0.93, 0.35], [0.64, 0.49, 0.02], [-0.19, 0.14, -0.08], [0.00, -0.05, 0.19], [-0.14, 0.09, 0.08], [0.39, -0.40, 0.57], [-0.17, -0.51, 0.22], [-0.10, 0.07, -0.63], [0.29, 0.14, -0.81], [0.74, 0.22, -0.06], [0.20, -0.11, -0.31], [0.02, -0.14, -0.21], [0.14, 0.09, 0.14], [0.07, -0.03, -0.18], [-0.30, -0.13, -0.55], [-0.31, -0.31, 0.15], [0.30, -0.32, -0.92], [-0.13, -0.17, 0.22], [0.43, -0.49, 0.72], [-1.41, 1.10, -1.24], [-0.29, 0.59, -0.04], [2.19, -1.56, 0.29], [-0.75, 0.21, -0.92], [1.62, 0.56, 0.75], [-0.96, -1.04, -0.05], [-0.21, 0.20, 0.42], [-0.03, 0.16, 0.45], [0.11, 0.07, 0.03], [-0.34, 0.08, 0.31], [0.41, -0.18, -0.28], [0.79, -0.18, 0.40], [0.03, 0.03, -0.13], [-0.11, -0.45, 0.44], [-0.04, 0.68, -0.97], [-1.55, 0.17, 0.15], [-0.09, -0.26, 0.02], [-0.09, 0.24, 0.62], [0.45, -0.08, -0.30], [-0.17, 0.62, -0.13], [-0.11, 0.11, 0.06], [1.50, 1.23, 0.67], [0.10, -1.04, -0.88], [-0.98, 0.95, 1.31], [1.40, 0.94, -0.07], [-0.15, -0.96, 0.18], [-0.45, 1.10, 0.01], [-0.09, -0.28, -0.33], [0.13, -0.18, -1.02], [-0.37, -0.73, 1.05], [-0.46, -0.07, -0.01], [-0.12, -0.22, -0.20], [-0.39, -0.57, -0.03], [0.34, -0.15, -0.72], [0.00, -0.53, 0.65], [-0.58, -0.33, -0.24], [-0.55, 0.27, -0.15], [0.33, 0.13, -0.32], [-0.04, 0.62, -0.34], [0.09, -0.53, 0.62], [0.07, -0.11, 0.30], [0.19, -0.30, -0.24], [0.61, 0.26, -0.29], [-0.32, 0.47, 0.26], [-0.21, -0.02, -0.02], [-1.00, 0.92, 0.56], [0.37, 0.28, -0.37], [-0.43, -0.72, 0.21], [0.66, -0.38, 0.00], [-0.66, 0.46, -0.22], [-2.18, 0.21, -0.16], [1.25, 0.54, 0.43], [0.73, -0.03, -0.28], [-0.31, 0.10, -0.91], [0.40, -0.03, 0.28], [0.07, -0.65, -0.22], [0.08, -0.13, -0.35], [0.05, -0.14, 0.26], [0.18, 0.25, -0.07], [0.42, -0.15, 0.02], [0.21, 0.48, -0.44], [0.47, -0.02, -0.15], [0.28, -0.12, 0.18], [0.29, 0.03, 0.26], [-0.22, -0.01, -0.52], [0.23, -0.73, 0.23], [0.15, -0.12, 0.91], [-0.30, 0.34, 0.21], [-0.17, 0.03, -0.07], [-0.99, -0.62, 0.73], [1.53, 0.82, -0.12], [-0.41, -2.49, -0.33], [0.07, 0.00, -0.46], [0.22, 0.37, -0.16], [-0.50, 0.90, -0.01], [-0.48, -0.77, 1.36], [0.03, 1.01, -0.10], [-0.15, -0.08, -0.31], [-0.23, 0.68, -0.19], [-0.30, -0.23, -0.34], [0.43, 0.52, 0.02], [-0.16, 0.33, 0.15], [-0.06, 0.50, -0.11], [-0.02, 0.03, 0.03], [0.13, 0.40, -0.04], [0.20, -0.37, 0.46], [-0.03, 0.20, -0.09], [0.12, -0.15, -0.02], [0.57, -0.04, -0.16], [-0.19, -0.52, -0.65], [0.03, 0.04, 0.04], [0.18, -0.22, 0.28], [-0.04, -0.11, -0.13], [0.22, 0.89, -0.29], [0.32, 0.34, 0.19], [0.07, -0.34, -0.48], [0.11, 0.79, 1.33], [0.03, -0.31, -1.19], [-0.63, 0.28, 0.40], [-0.82, -0.89, -0.86], [0.61, 0.88, 0.80], [0.12, -0.33, -0.49], [-0.02, -0.28, -0.08], [-0.22, -0.60, -0.06], [-0.14, -0.10, 0.61], [-0.65, 0.17, 0.37], [-0.11, -0.51, -0.23], [0.29, -0.52, -0.56], [0.34, -0.05, -0.20], [-0.07, 0.14, 0.32], [0.60, 0.31, 0.18], [-0.10, 0.08, -0.01], [-0.14, 0.30, 0.10], [0.11, -0.22, 0.22], [0.14, -0.10, -0.24], [-0.31, -0.18, -0.17], [0.28, 0.15, 0.35], [0.65, -0.02, 0.54], [-0.70, 0.71, -0.12], [1.04, -0.78, -0.79], [-0.38, -1.34, -1.35], [0.73, 1.14, 0.28], [0.60, 0.65, 0.98], [0.16, 0.08, -1.45], [-0.54, -0.02, 0.27], [-0.32, 1.16, 0.90], [-0.05, 0.45, 0.11], [-0.15, -0.62, -0.25], [-0.45, -0.27, 0.22], [0.59, 0.67, 0.70], [-0.95, 0.16, 0.14], [0.07, 0.25, 0.42], [0.12, 0.31, 0.08], [-0.11, -0.35, -0.30], [-0.38, -0.68, -0.06], [0.18, -0.31, 0.28], [-0.20, 0.79, 0.79], [0.09, -0.71, -0.47], [0.00, -0.63, 0.13], [-0.10, -0.12, -0.42], [0.06, -0.55, -0.55]],
  "mulliken_charge": [0.490, -0.905, -0.425, 0.194, 0.193, 0.273, 0.147, 0.192, 0.495, -0.686, -0.119, -0.354, -0.056, 0.220, 0.205, 0.232, 0.479, -0.828, -0.074, 0.595, 0.155, 0.164, -0.100, -0.040, -0.694, 0.011, -0.545, -0.040, 0.285, 0.446, -0.037, 0.277, 0.334, -0.310, -0.407, -0.420, 0.647, -0.054, -0.018, -0.738, -0.368, -0.657, 0.002, 0.073, 0.256, 0.419, 0.023, -0.863, 0.198, 0.332, 0.374, -0.237, 0.416, 0.324, 0.276, 0.283, 0.242, -1.568, 0.840, -1.143, 0.437, 0.945, 0.592, -0.270, 0.839, -0.669, 0.293, 0.554, 0.255, 0.330, 0.444, -0.542, -0.532, -0.446, 0.364, -0.865, -0.152, 0.087, 0.000, 0.273, 0.048, -0.833, 0.221, 0.211, -1.259, -0.110, 0.445, -0.617, -0.435, -0.664, 0.278, 0.392, 0.005, -0.278, 0.310, 0.444, 0.445, 0.286, -0.411, 0.246, 0.083, 0.510, 0.262, 0.300, 0.275, -0.227, -0.451, 0.486, -1.723, -0.215, 0.006, -0.480, -0.386, -0.781, 0.225, 0.078, 0.048, -0.094, 0.398, 0.448, 0.513, 0.317, -0.325, 0.537, 0.168, 0.390, 0.281, 0.301, 0.350, -0.503, -0.311, 0.631, -0.694, 0.399, -0.839, -1.068, -0.515, -0.483, 0.283, -0.027, 0.365, 0.646, -1.138, -0.153, 0.362, -0.027, 0.490, 0.337, 0.547, 0.600, 0.011, 0.334, 0.266, -0.583, -0.121, -0.103, -1.130, -0.261, -0.503, -0.814, -0.171, -0.839, 0.467, 0.516, -0.287, 0.269, 0.248, 0.438, 0.306, 0.234, 0.494, 0.206, 0.356, 0.484, 0.221, 0.324, 0.325, -0.733, -0.409, -0.507, -0.157, -0.346, -0.650, -0.682, -0.363, -0.597, 0.339, 0.214, 0.325, 0.336, 0.451, -0.202, 0.386, 0.321, 0.450, 0.418, 0.289, 0.399, 0.289, 0.215, 0.237, -0.655, -0.338, -0.821, -0.440, -0.186, -0.686, -0.509, -0.066, -0.769, 0.240, 0.245, 0.319, 0.406, 0.442, 0.286, 0.387, 0.260, 0.245, 0.223, 0.256, 0.391, 0.164, 0.301, 0.334],
  "relative_energy_kj_mol": 122.5,
  "homo_lumo_gap_ev": 8.23,
  "multiplicity": 1
}